The following is a quantum chemistry calculation of 2 unconnected molecules or ions with the total composition C3H6INO at a distorted geometry, from the Open Molecules 2025 dataset.

Computed properties:
Energy above the lowest of the compared OMol25 structures with the same formula, charge and spin in kcal per mole: 76.5
Kohn-Sham gap in eV: 6.8313
Molecular weight in g mol⁻¹: 199.0
HOMO energy in Eh: -0.2714
F_max in eV/Å: 1.1
Net charge: 0

Last column: natural (NBO) charge in e.
Positions of all 12 atoms, in Å:
C: 0.47 0.35 -0.22  0.1907
C: 0.74 1.80 -0.08  -0.7026
C: 1.25 -1.76 0.74  -0.2839
N: 0.97 -0.59 0.34  -0.2877
O: -2.91 -1.22 -0.96  -0.8895
I: -2.74 0.23 0.35  0.4271
H: 1.58 2.04 -0.73  0.2444
H: -0.12 2.37 -0.42  0.2272
H: 0.99 2.08 0.94  0.2129
H: 0.71 -2.18 1.57  0.1906
H: -2.98 -0.82 -1.83  0.4803
H: 2.05 -2.31 0.29  0.1903

The following is a quantum chemistry calculation of 12 unconnected molecules or ions with the total composition C16H49N3O19 at a distorted geometry, from the Open Molecules 2025 dataset.

Computed properties:
Kohn-Sham gap in eV: 8.9924
Molecular weight in g mol⁻¹: 587.6
HOMO energy in Eh: -0.3525
F_max in eV/Å: 6.7
SMILES: C[N+](=O)[O-].C[N+](=O)[O-].C[N+](=O)[O-].COC(=O)OC.COC(=O)OC.CO.CO.CO.CO.CO.CO.CO
Net charge: 0

Last column: Mulliken charge in e.
Positions of all 87 atoms, in Å:
C: 0.76 1.88 3.81  -0.2338
O: -0.58 1.47 4.12  -0.5203
H: 1.26 0.97 3.46  0.0800
H: 0.74 2.71 3.10  -0.0223
H: 1.20 2.17 4.76  0.4243
H: -0.65 1.35 5.07  0.2954
C: 1.73 2.92 -2.40  -0.0262
O: 2.29 2.11 -3.44  -0.6518
H: 2.08 2.61 -1.42  -0.1615
H: 2.15 3.89 -2.67  0.3559
H: 0.66 2.69 -2.42  0.0597
H: 3.24 2.14 -3.28  0.3068
C: 0.44 -4.30 2.77  -0.1560
O: 0.43 -5.17 3.90  -0.5632
H: 1.21 -4.87 2.24  0.2665
H: -0.42 -4.33 2.10  0.1289
H: 0.69 -3.24 2.84  0.0732
H: -0.29 -5.14 4.53  0.2738
C: -2.83 -2.51 2.52  -0.7276
O: -1.71 -1.65 2.05  -0.2520
H: -2.95 -3.38 1.88  0.1745
H: -2.40 -2.86 3.46  0.2780
H: -3.70 -1.94 2.84  0.3294
H: -1.95 -0.77 1.76  0.1885
C: 3.94 0.10 -1.60  -0.2461
O: 3.47 -0.43 -2.85  -0.4485
H: 3.52 0.99 -1.13  0.0356
H: 3.77 -0.81 -1.03  -0.0577
H: 5.00 0.32 -1.70  0.4018
H: 3.15 0.32 -3.35  0.3666
C: 1.23 -2.87 -3.41  -0.1680
O: 2.55 -3.04 -3.75  -0.5956
H: 0.79 -3.77 -2.97  0.2944
H: 1.01 -2.01 -2.78  -0.1816
H: 0.64 -2.53 -4.26  0.3131
H: 3.04 -2.22 -3.69  0.3837
C: -0.69 0.37 -3.72  -0.6182
O: 0.41 0.52 -4.60  -0.5880
H: -1.32 1.26 -3.66  0.5038
H: -1.36 -0.44 -4.03  0.3932
H: -0.52 0.18 -2.66  -0.0200
H: 1.01 1.19 -4.28  0.3871
C: 1.11 -1.06 0.59  -0.8083
N: 0.41 0.20 0.29  0.9344
O: -0.66 0.28 -0.40  -0.3056
O: 1.03 1.15 0.67  -0.3762
H: 0.67 -1.49 1.49  0.5182
H: 2.19 -0.92 0.58  -0.0623
H: 0.92 -1.76 -0.23  0.0136
C: -2.18 -3.38 -1.49  -0.4364
N: -2.99 -4.41 -0.69  0.8556
O: -4.17 -4.29 -0.47  -0.5100
O: -2.25 -5.30 -0.21  -0.5213
H: -2.10 -3.81 -2.49  0.3999
H: -1.27 -3.03 -1.01  -0.0021
H: -2.70 -2.43 -1.66  0.2245
C: 4.66 -2.27 2.47  -0.4902
N: 4.04 -3.64 2.18  0.8739
O: 3.69 -3.83 1.00  -0.4847
O: 4.13 -4.48 3.08  -0.5091
H: 5.70 -2.37 2.78  0.3087
H: 4.06 -1.93 3.31  0.2732
H: 4.49 -1.72 1.54  0.0514
C: -0.36 5.95 -0.20  -0.7283
O: 0.91 5.16 -0.29  -0.2433
C: 1.55 4.88 0.89  0.8132
O: 1.05 5.12 1.97  -0.5734
O: 2.72 4.32 0.68  -0.3208
C: 3.50 3.61 1.63  -0.5295
H: -0.63 6.51 -1.09  0.2766
H: -0.30 6.79 0.49  0.3082
H: -1.15 5.21 -0.02  0.2822
H: 3.73 4.31 2.43  0.3675
H: 4.43 3.26 1.18  0.2381
H: 2.98 2.74 2.03  0.1196
C: -3.45 1.37 -1.14  -0.4114
O: -4.65 2.13 -1.00  -0.3493
C: -5.67 1.54 -0.40  0.8151
O: -5.70 0.33 -0.06  -0.6467
O: -6.63 2.34 -0.41  -0.3166
C: -7.93 1.94 -0.18  -0.7059
H: -3.14 1.06 -0.14  0.2372
H: -2.71 2.09 -1.47  0.1863
H: -3.48 0.60 -1.91  0.2713
H: -8.18 2.03 0.87  0.2819
H: -8.06 0.89 -0.43  0.3369
H: -8.66 2.44 -0.82  0.2681

The following is a quantum chemistry calculation of a molecular structure, C21H28ClI3NO7PS at a distorted geometry, from the Open Molecules 2025 dataset.

Computed properties:
Kohn-Sham gap in eV: 3.8277
Molecular weight in g mol⁻¹: 885.7
HOMO energy in Eh: -0.2160
F_max in eV/Å: 2.9
Net charge: 0

Last column: natural (NBO) charge in e.
Positions of all 63 atoms, in Å:
C: -2.66 0.17 2.87  -0.6561
C: -1.28 -0.30 2.19  -0.3421
I: 0.00 -0.64 3.96  0.1249
C: -0.59 0.85 1.31  -0.3948
I: 1.24 1.51 2.25  0.1784
C: -0.44 0.52 -0.28  0.1318
C: -1.71 0.96 -1.17  -0.4216
C: -2.88 -0.01 -1.39  -0.4207
C: -3.54 -0.67 -0.13  -0.4446
C: -4.83 -1.44 -0.64  -0.0631
O: -5.52 -2.02 0.48  -0.5395
C: -5.59 -3.41 0.29  0.6510
O: -6.61 -4.03 0.25  -0.5116
N: 0.44 1.71 -0.69  -0.4805
C: 1.56 1.60 -1.31  0.4621
C: 2.53 2.66 -1.88  -0.4772
C: 3.31 3.38 -0.69  -0.4256
C: 4.66 2.66 -0.41  -0.0440
C: 4.96 2.09 0.91  -0.2095
C: 6.25 1.46 1.20  -0.2025
C: 7.30 1.34 0.19  -0.2130
C: 7.01 1.89 -1.14  -0.2105
C: 5.73 2.54 -1.43  -0.2371
C: 1.85 0.07 -1.41  0.0577
O: 2.88 -0.09 -0.41  -0.7389
S: 2.61 -0.67 -2.92  0.0213
C: 0.51 -0.66 -0.75  -0.5815
I: 1.41 -2.05 0.67  0.3566
P: 0.05 -1.85 -2.16  1.1469
O: -0.59 -0.92 -3.44  -1.0030
Cl: -1.44 -3.16 -1.40  -0.2809
H: -3.13 1.00 2.27  0.1938
H: -3.35 -0.73 2.89  0.2736
H: -2.51 0.45 3.94  0.2455
H: -1.35 -1.31 1.72  0.2538
H: -1.29 1.74 1.34  0.2350
H: -1.26 1.26 -2.17  0.2348
H: -2.08 1.93 -0.73  0.2191
H: -3.72 0.59 -1.87  0.2253
H: -2.73 -0.84 -2.14  0.2110
H: -2.92 -1.44 0.39  0.2263
H: -3.92 0.15 0.52  0.2176
H: -4.53 -2.23 -1.40  0.1765
H: -5.51 -0.72 -1.16  0.1866
H: -4.60 -3.95 0.21  0.1301
H: 0.15 2.69 -0.53  0.4360
H: 1.96 3.40 -2.51  0.2574
H: 3.27 2.19 -2.59  0.2507
H: 2.62 3.41 0.19  0.2375
H: 3.53 4.43 -1.03  0.2417
H: 4.22 2.12 1.76  0.2238
H: 6.48 1.01 2.20  0.2301
H: 8.26 0.85 0.45  0.2344
H: 7.81 1.79 -1.91  0.2300
H: 5.52 2.96 -2.45  0.2125
H: 3.72 -0.23 -0.89  0.5098
H: 3.39 0.29 -3.53  0.1546
H: -1.32 -1.44 -3.84  0.5112
C: -4.47 -4.41 3.93  0.9274
O: -5.63 -4.01 4.20  -0.8296
O: -4.45 -5.13 2.73  -0.7851
O: -3.39 -4.27 4.52  -0.7851
H: -5.41 -5.01 2.60  0.4812

The following is a quantum chemistry calculation of 10 unconnected molecules or ions with the total composition C32H62Br8N2O16 at a distorted geometry, from the Open Molecules 2025 dataset.

Computed properties:
Kohn-Sham gap in eV: 8.7162
Molecular weight in g mol⁻¹: 1370.1
HOMO energy in Eh: -0.3279
F_max in eV/Å: 6.3
SMILES: COCCNCCOC.COCCNCCOC.O=C1OCCO1.O=C1OCCO1.O=C1OCCO1.O=C1OCCO1.BrCCBr.BrCCBr.BrCCBr.BrCCBr
Net charge: 0

Last column: Mulliken charge in e.
Positions of all 120 atoms, in Å:
C: -2.85 -3.41 -3.46  0.0898
O: -1.50 -3.87 -3.42  -0.4470
C: -0.78 -3.80 -2.15  0.2491
C: 0.77 -3.71 -2.40  0.1021
N: 1.39 -4.61 -3.28  -0.1982
C: 2.79 -4.41 -3.56  -0.3955
C: 3.22 -5.14 -4.90  -0.9390
O: 2.77 -6.50 -4.96  -0.3209
C: 3.12 -7.24 -6.12  -0.7397
H: -3.32 -3.79 -4.37  0.3525
H: -2.81 -2.34 -3.65  -0.1121
H: -3.42 -3.72 -2.59  -0.1672
H: -0.97 -4.76 -1.66  0.2286
H: -1.11 -2.95 -1.56  -0.0205
H: 1.38 -3.85 -1.51  0.1665
H: 1.02 -2.69 -2.69  -0.3533
H: 0.81 -4.79 -4.08  0.2860
H: 3.39 -4.92 -2.81  0.2766
H: 3.19 -3.42 -3.79  0.2368
H: 4.30 -5.23 -5.02  0.5181
H: 2.81 -4.53 -5.71  0.3982
H: 2.82 -8.27 -5.92  0.2339
H: 4.18 -7.26 -6.38  0.2958
H: 2.53 -6.85 -6.95  0.3097
C: 0.78 3.49 1.73  0.1542
O: 1.45 3.99 2.87  -0.5263
C: 2.62 3.21 3.18  -0.1965
C: 3.20 3.80 4.58  -0.9076
N: 2.11 3.96 5.55  -0.3054
C: 2.40 5.06 6.45  -0.7795
C: 3.44 4.81 7.61  -0.4381
O: 3.31 5.82 8.53  -0.3111
C: 4.10 5.67 9.74  -0.7052
H: -0.16 4.03 1.66  -0.2826
H: 0.46 2.46 1.92  -0.0824
H: 1.45 3.66 0.88  0.4145
H: 3.38 3.34 2.41  0.4207
H: 2.35 2.16 3.30  0.0850
H: 3.60 4.79 4.34  0.4022
H: 4.07 3.31 5.01  0.3645
H: 1.31 4.11 4.96  0.2737
H: 1.51 5.37 7.00  0.4448
H: 2.61 5.98 5.91  0.3694
H: 4.41 4.84 7.10  0.2933
H: 3.26 3.85 8.10  0.3378
H: 4.09 4.66 10.14  0.2967
H: 3.72 6.35 10.50  0.2606
H: 5.12 6.05 9.63  0.2780
Br: -4.18 -7.51 0.91  -0.1876
C: -4.35 -5.52 1.30  -0.6565
C: -3.75 -4.70 0.16  -0.4726
Br: -3.87 -2.78 0.46  -0.0981
H: -3.93 -5.26 2.27  0.3352
H: -5.43 -5.38 1.37  0.4242
H: -4.17 -4.88 -0.83  0.4436
H: -2.74 -5.12 0.06  0.2765
Br: -0.96 4.96 -0.75  -0.1703
C: -2.23 3.63 -1.56  0.2640
C: -2.98 4.30 -2.69  -0.6112
Br: -3.84 2.90 -3.77  -0.1626
H: -2.84 3.26 -0.73  0.3662
H: -1.61 2.83 -1.95  -0.4110
H: -2.27 4.82 -3.33  0.4101
H: -3.75 4.99 -2.35  0.4037
Br: 1.75 2.28 -2.37  -0.1022
C: 1.23 0.90 -3.65  0.4146
C: 2.35 0.90 -4.65  -0.8285
Br: 2.40 2.59 -5.83  -0.1720
H: 0.32 1.26 -4.14  0.2839
H: 1.01 0.00 -3.07  -0.5446
H: 2.08 0.06 -5.29  0.4955
H: 3.33 0.79 -4.20  0.4316
Br: -2.15 -3.88 4.96  -0.1591
C: -1.74 -2.30 3.95  -0.0950
C: -0.26 -1.88 4.16  -0.8752
Br: 0.13 -0.16 3.28  0.1193
H: -2.46 -1.54 4.24  0.3602
H: -1.84 -2.41 2.87  -0.1100
H: 0.43 -2.56 3.67  0.3662
H: 0.16 -1.80 5.16  0.4769
C: -1.99 4.89 3.95  -0.2952
C: -1.98 3.65 4.82  -0.1018
O: -2.86 2.84 4.05  -0.3630
C: -3.11 3.35 2.84  0.7359
O: -3.82 2.69 2.04  -0.6322
O: -2.45 4.41 2.69  -0.2904
H: -0.94 5.10 3.72  0.1764
H: -2.52 5.72 4.41  0.3470
H: -2.39 3.92 5.79  0.3493
H: -1.05 3.09 4.79  0.1174
C: -1.71 0.28 0.57  1.0266
C: -0.44 -0.02 -0.23  0.6901
O: -0.84 -0.21 -1.54  0.0002
C: -2.13 0.12 -1.66  0.2496
O: -2.89 0.05 -2.70  -0.5614
O: -2.60 0.53 -0.48  -0.2356
H: -1.61 1.05 1.33  -0.3611
H: -1.97 -0.66 1.06  -0.6688
H: 0.04 -0.92 0.14  0.0250
H: 0.36 0.69 0.01  -0.2887
C: -3.25 -0.22 -6.57  -0.0333
C: -4.32 -0.41 -5.59  0.6767
O: -5.44 -0.16 -6.31  -0.3843
C: -5.26 0.35 -7.50  0.6340
O: -6.13 0.66 -8.27  -0.5470
O: -3.89 0.43 -7.69  -0.3815
H: -2.68 -1.14 -6.75  0.2362
H: -2.53 0.44 -6.08  0.1317
H: -4.10 0.24 -4.74  -0.3421
H: -4.18 -1.39 -5.12  -0.0861
C: 4.45 -2.04 -0.12  -0.4549
C: 2.96 -2.05 -0.21  0.3622
O: 2.56 -0.95 0.51  0.0576
C: 3.57 -0.14 0.71  0.3355
O: 3.37 0.94 1.26  -0.4677
O: 4.68 -0.67 0.15  -0.3850
H: 4.95 -2.38 -1.04  0.2956
H: 4.83 -2.54 0.77  0.2648
H: 2.58 -2.90 0.37  0.3153
H: 2.55 -2.14 -1.21  -0.2730